Here is a 12-piece molecular cluster, H24O12 overall from the OMol25 dataset. Energies are from wB97M-V/def2-TZVPD.

Relative energy (zero: lowest compared OMol25 entry of this formula, charge and spin), kcal per mole: 27.6
Net charge: 0
E, eV: -24960.498
HOMO energy, eV: -10.78
SMILES: O.O.O.O.O.O.O.O.O.O.O.O
HOMO-LUMO gap, eV: 10.7

Each line ends with the Mulliken charge.
Cartesian coordinates (Å):
O1 5.24886 19.95158 23.17745  -0.6421
H1 4.73972 19.55258 23.89028  0.2774
H2 5.89511 20.50611 23.62548  0.3285
O2 2.05353 20.59796 23.94551  -0.4729
H3 1.14933 20.25447 23.95513  0.2104
H4 2.30728 20.58327 23.01598  0.2820
O3 1.02251 16.84469 24.27017  -0.6460
H5 0.63991 17.39924 23.57223  0.3625
H6 0.26972 16.56578 24.79783  0.3162
O4 1.94501 18.84331 26.77988  -0.6258
H7 1.77106 18.61305 25.85875  0.3423
H8 1.41943 18.21852 27.28580  0.2902
O5 2.07697 17.68454 20.81173  -0.5957
H9 1.47835 18.43246 20.92010  0.2737
H10 1.53919 17.00322 20.40075  0.3244
O6 0.72962 23.17837 24.15992  -0.6379
H11 0.89475 22.23041 24.05579  0.3134
H12 0.80192 23.33494 25.10497  0.2949
O7 4.07825 22.57197 24.75240  -0.6189
H13 3.49742 23.03951 25.35634  0.2889
H14 3.54140 21.84172 24.41676  0.3865
O8 0.12556 19.95787 20.45841  -0.6561
H15 0.95741 20.46705 20.53939  0.4184
H16 -0.38846 20.42892 19.79847  0.2464
O9 -0.89994 19.94617 24.18681  -0.5992
H17 -1.22663 19.64700 25.04222  0.2756
H18 -1.52740 20.62268 23.90757  0.2892
O10 2.09658 21.74843 20.50944  -0.6485
H19 3.01665 21.75590 20.84104  0.3671
H20 2.12393 22.25344 19.69327  0.2616
O11 4.61948 21.91318 21.30394  -0.6887
H21 4.79351 21.00080 21.59034  0.3535
H22 5.48729 22.29098 21.14472  0.2773
O12 -0.64279 17.97559 22.23499  -0.6578
H23 -0.52644 18.47651 21.41373  0.2816
H24 -1.00776 18.61677 22.86640  0.4277